[1]
{
  "formula": "C3H8N4S",
  "method": "the ωB97M-V functional and the def2-TZVPD basis",
  "gap_ev": 8.6984,
  "homo_ev": -8.8,
  "relative_energy_kcal_mol": 138.3,
  "e_lumo_ev": -0.10,
  "elements": ["C", "C", "C", "H", "H", "H", "H", "H", "H", "H", "H", "N", "N", "N", "N", "S"],
  "coordinates": [[-1.384, 1.133, -1.187], [-0.938, -0.756, 0.117], [0.593, -0.568, -0.172], [-1.842, 0.820, -2.345], [-2.038, 1.966, -0.645], [-0.034, 1.168, -1.034], [-0.043, -2.359, 1.006], [-1.974, -2.146, 1.681], [0.430, 0.931, 1.472], [2.233, 0.809, -0.729], [3.099, 0.692, 0.956], [-1.845, -0.006, -0.245], [-0.910, -1.796, 1.047], [0.982, 0.537, 0.719], [2.291, 1.226, 0.411], [1.379, -1.652, -1.049]],
  "nbo_charge": [-0.467, 0.357, -0.054, 0.225, 0.228, 0.200, 0.417, 0.420, 0.419, 0.370, 0.360, -0.495, -0.852, -0.491, -0.646, 0.008]
}



[2]
{
  "formula": "C5H12ClO2PtSm",
  "method": "the ωB97M-V functional and the def2-TZVPD basis",
  "gap_ev": [5.1092, 6.7598],
  "multiplicity": 10,
  "homo_ev": [-6.4, -9.3],
  "relative_energy_kcal_mol": 15.4,
  "e_lumo_ev": [-1.29, -2.54],
  "s2": 24.78,
  "elements": ["Sm", "Cl", "C", "H", "H", "H", "Pt", "C", "C", "C", "H", "H", "H", "H", "H", "H", "H", "H", "O", "C", "O", "H"],
  "coordinates": [[1.068, -0.605, -0.651], [-0.309, -0.904, -2.832], [2.460, 1.319, -0.598], [3.433, 1.209, -0.103], [2.024, 2.274, -0.284], [2.641, 1.372, -1.689], [-1.797, 0.403, 0.649], [-2.715, -1.393, 0.590], [-2.593, 1.912, -0.422], [-0.350, 0.589, 1.877], [-2.456, 2.855, 0.113], [-2.036, 1.895, -1.378], [-3.659, 1.708, -0.573], [-2.601, -1.830, 1.587], [-3.774, -1.219, 0.363], [-2.230, -2.011, -0.186], [0.514, 1.283, 1.724], [-0.211, -0.083, 2.749], [2.573, -1.676, 0.750], [3.192, -2.216, -0.237], [2.897, -1.895, -1.437], [3.928, -2.987, -0.012]],
  "mulliken_spin": [6.072, 0.005, 0.820, 0.022, 0.027, 0.027, 0.606, 0.122, 0.233, 0.913, 0.015, -0.003, 0.023, 0.010, 0.029, 0.001, 0.018, 0.058, 0.004, 0.001, -0.005, 0.002]
}



[3]
{
  "formula": "CH3NO3",
  "method": "the ωB97M-V functional and the def2-TZVPD basis",
  "gap_ev": 11.1315,
  "homo_ev": -11.0,
  "smiles": "O=[N+]([O-])CO",
  "relative_energy_kcal_mol": 56.0,
  "e_lumo_ev": 0.09,
  "elements": ["C", "N", "O", "O", "O", "H", "H", "H"],
  "coordinates": [[-0.856, -0.448, -0.084], [-1.868, 0.352, 0.686], [-2.678, 0.949, 0.029], [-1.757, 0.180, 1.849], [0.256, -0.495, 0.698], [-1.298, -1.533, -0.288], [-0.549, 0.143, -0.998], [-0.148, -1.046, 1.440]],
  "nbo_charge": [-0.004, 0.526, -0.364, -0.372, -0.672, 0.192, 0.213, 0.481]
}



[4]
{
  "formula": "C18H35N2O10PPd",
  "method": "the ωB97M-V functional and the def2-TZVPD basis",
  "gap_ev": [3.5559, 3.5544],
  "homo_ev": [0.9, 0.9],
  "total_charge": -2,
  "relative_energy_kcal_mol": 54.4,
  "e_lumo_ev": [4.42, 4.42],
  "elements": ["Pd", "O", "C", "O", "C", "O", "C", "C", "O", "O", "H", "H", "H", "H", "H", "C", "C", "C", "C", "O", "P", "O", "O", "O", "C", "C", "C", "C", "H", "H", "H", "H", "H", "H", "H", "H", "H", "H", "H", "H", "H", "H", "H", "H", "H", "H", "C", "N", "C", "C", "C", "N", "C", "C", "O", "H", "H", "H", "H", "H", "H", "H", "H", "H", "H", "H", "H"],
  "coordinates": [[-1.245, -0.898, 0.205], [0.618, -4.130, 1.698], [-0.567, -3.366, 1.629], [-1.072, -3.151, 0.542], [-0.967, -2.759, 2.949], [-0.863, -1.353, 2.820], [-2.004, -0.607, 3.235], [-3.373, -1.216, 2.746], [-4.226, -1.409, 3.634], [-3.464, -1.454, 1.537], [0.867, -4.305, 0.779], [-0.293, -3.123, 3.744], [-1.999, -3.042, 3.184], [-1.878, 0.372, 2.758], [-2.013, -0.509, 4.336], [2.411, 1.501, -1.673], [1.000, 1.733, -2.240], [1.087, 1.987, -3.754], [0.371, 2.942, -1.547], [0.272, 0.565, -1.991], [-1.395, 0.641, -2.109], [-1.799, 1.355, -3.362], [-1.979, 1.110, -0.826], [-1.453, -0.988, -2.338], [-2.683, -1.628, -2.623], [-2.423, -3.123, -2.403], [-3.783, -1.163, -1.673], [-3.066, -1.362, -4.088], [3.053, 2.355, -1.891], [2.841, 0.603, -2.111], [2.345, 1.361, -0.601], [1.589, 2.930, -3.972], [0.067, 2.013, -4.124], [1.616, 1.173, -4.246], [1.020, 3.816, -1.625], [0.188, 2.691, -0.506], [-0.591, 3.151, -2.007], [-2.142, -3.254, -1.361], [-1.605, -3.455, -3.041], [-3.315, -3.709, -2.623], [-3.399, -1.238, -0.640], [-4.677, -1.780, -1.782], [-4.025, -0.120, -1.874], [-2.329, -1.817, -4.751], [-3.061, -0.289, -4.247], [-4.052, -1.772, -4.310], [1.441, 3.598, 2.142], [2.100, 2.322, 2.248], [3.539, 2.336, 2.254], [4.003, 1.039, 2.899], [3.529, -0.107, 2.013], [2.184, 0.097, 1.541], [1.602, -1.058, 0.898], [1.412, 1.199, 1.757], [0.223, 1.250, 1.557], [1.623, 4.181, 3.051], [0.375, 3.409, 2.035], [1.796, 4.166, 1.273], [3.873, 3.210, 2.830], [3.961, 2.421, 1.237], [3.547, 0.965, 3.886], [5.091, 1.012, 3.006], [3.567, -1.055, 2.572], [4.205, -0.216, 1.148], [1.537, -1.884, 1.610], [2.238, -1.351, 0.055], [0.549, -0.811, 0.529]],
  "nbo_charge": [0.184, -0.746, 0.718, -0.576, -0.178, -0.543, -0.187, 0.726, -0.797, -0.758, 0.482, 0.168, 0.226, 0.221, 0.145, -0.618, 0.272, -0.653, -0.662, -0.810, 2.521, -1.208, -1.160, -0.832, 0.277, -0.626, -0.661, -0.645, 0.181, 0.201, 0.214, 0.173, 0.270, 0.188, 0.175, 0.245, 0.240, 0.255, 0.186, 0.181, 0.277, 0.184, 0.216, 0.185, 0.254, 0.179, -0.408, -0.484, -0.202, -0.411, -0.187, -0.473, -0.430, 0.800, -0.612, 0.168, 0.262, 0.172, 0.186, 0.172, 0.206, 0.195, 0.188, 0.171, 0.182, 0.173, 0.249]
}



[5]
{
  "formula": "C7H18NOSi",
  "method": "the ωB97M-V functional and the def2-TZVPD basis",
  "gap_ev": 11.3273,
  "homo_ev": -14.1,
  "smiles": "C[NH2+][C@@H](C(C)=O)[Si](C)(C)C",
  "total_charge": 1,
  "relative_energy_kcal_mol": 2.6,
  "e_lumo_ev": -2.79,
  "elements": ["C", "C", "C", "C", "C", "C", "C", "N", "O", "Si", "H", "H", "H", "H", "H", "H", "H", "H", "H", "H", "H", "H", "H", "H", "H", "H", "H", "H"],
  "coordinates": [[0.254, -1.002, -1.475], [-0.234, -0.502, -2.785], [2.944, -0.784, 0.386], [-1.770, -0.931, 1.431], [-0.185, 1.782, 1.976], [-2.086, 1.549, -0.600], [0.701, -0.043, -0.441], [1.483, -0.855, 0.524], [0.294, -2.190, -1.177], [-1.042, 0.661, 0.706], [-1.276, -0.786, -2.925], [-0.125, 0.573, -2.881], [0.324, -1.004, -3.576], [3.291, 0.235, 0.558], [3.422, -1.447, 1.106], [3.231, -1.093, -0.617], [-2.012, -1.654, 0.655], [-1.121, -1.424, 2.151], [-2.697, -0.703, 1.953], [-0.887, 2.045, 2.763], [0.680, 1.337, 2.465], [0.143, 2.714, 1.522], [-1.483, 2.196, -1.231], [-2.601, 0.844, -1.249], [-2.844, 2.173, -0.136], [1.255, 0.810, -0.813], [1.129, -1.826, 0.219], [1.213, -0.675, 1.492]],
  "nbo_charge": [0.570, -0.721, -0.421, -1.136, -1.124, -1.124, -0.474, -0.540, -0.579, 1.616, 0.266, 0.231, 0.274, 0.226, 0.238, 0.234, 0.265, 0.246, 0.273, 0.269, 0.235, 0.261, 0.255, 0.256, 0.268, 0.249, 0.468, 0.423]
}



[6]
{
  "formula": "C32H40BrN2O5PS4V",
  "method": "the ωB97M-V functional and the def2-TZVPD basis",
  "gap_ev": [4.6744, 5.5402],
  "multiplicity": 3,
  "homo_ev": [-2.7, -3.6],
  "total_charge": -1,
  "e_lumo_ev": [1.93, 1.93],
  "s2": 2.06,
  "elements": ["V", "Br", "C", "C", "C", "C", "C", "C", "C", "C", "C", "C", "H", "H", "H", "H", "H", "H", "O", "S", "C", "C", "C", "C", "S", "O", "C", "C", "C", "C", "C", "C", "C", "C", "C", "C", "C", "C", "H", "H", "H", "H", "H", "H", "H", "H", "H", "H", "H", "H", "H", "H", "H", "H", "H", "H", "C", "C", "O", "P", "S", "S", "O", "C", "C", "H", "H", "H", "H", "H", "H", "H", "H", "H", "H", "C", "N", "C", "N", "O", "H", "H", "H", "H", "H", "H"],
  "coordinates": [[-0.225, 1.931, -0.166], [2.142, 2.385, 1.194], [3.085, 2.160, -0.454], [4.374, 2.602, -0.471], [5.158, 2.389, -1.623], [4.642, 1.682, -2.669], [3.307, 1.210, -2.647], [2.796, 0.439, -3.720], [1.501, 0.014, -3.691], [0.641, 0.401, -2.638], [1.052, 1.165, -1.562], [2.452, 1.504, -1.541], [4.787, 3.108, 0.391], [6.170, 2.775, -1.659], [5.251, 1.475, -3.544], [3.447, 0.200, -4.556], [1.117, -0.597, -4.504], [-0.404, 0.122, -2.715], [-1.506, -0.192, 1.078], [-2.631, -1.195, 1.108], [-1.947, -2.508, 2.272], [-0.607, -3.154, 1.913], [0.255, -3.502, 3.141], [1.075, -2.360, 3.733], [2.375, -1.614, 2.673], [1.718, -0.935, 1.531], [3.061, -3.132, 2.014], [3.822, -3.964, 2.825], [4.420, -5.088, 2.276], [4.269, -5.364, 0.922], [3.529, -4.511, 0.118], [2.925, -3.383, 0.663], [-2.441, -2.265, -0.316], [-3.439, -3.175, -0.623], [-3.317, -3.952, -1.767], [-2.200, -3.821, -2.584], [-1.196, -2.916, -2.250], [-1.317, -2.133, -1.113], [-2.751, -3.249, 2.318], [-1.899, -1.989, 3.237], [-0.047, -2.482, 1.264], [-0.789, -4.071, 1.351], [0.944, -4.304, 2.870], [-0.395, -3.897, 3.931], [1.625, -2.690, 4.619], [0.460, -1.496, 4.000], [3.942, -3.729, 3.878], [5.012, -5.745, 2.901], [4.739, -6.242, 0.496], [3.428, -4.719, -0.939], [2.356, -2.689, 0.051], [-4.320, -3.252, 0.008], [-4.104, -4.647, -2.035], [-2.114, -4.416, -3.486], [-0.322, -2.810, -2.882], [-0.568, -1.391, -0.853], [-2.803, 2.785, -4.702], [-3.128, 1.764, -3.626], [-2.138, 1.860, -2.610], [-2.489, 1.854, -1.006], [0.057, 3.884, -0.913], [-3.929, 0.450, -0.743], [-3.486, 3.158, -0.865], [-3.218, 4.506, -1.253], [-3.529, 5.418, -0.084], [-3.345, 2.563, -5.625], [-1.730, 2.765, -4.899], [-3.063, 3.793, -4.370], [-3.098, 0.751, -4.038], [-4.119, 1.924, -3.199], [-3.867, 4.731, -2.107], [-2.184, 4.621, -1.556], [-4.598, 5.406, 0.147], [-3.224, 6.444, -0.309], [-2.979, 5.065, 0.790], [-0.205, 4.739, 3.700], [-0.603, 3.386, 4.079], [-0.864, 2.462, 3.099], [-0.885, 1.152, 3.498], [-1.049, 2.817, 1.938], [-0.775, 5.481, 4.258], [-0.404, 4.858, 2.637], [0.861, 4.901, 3.869], [-0.216, 3.021, 4.930], [-1.160, 0.938, 4.440], [-1.171, 0.520, 2.749]],
  "nbo_charge": [0.668, 0.152, 0.011, -0.269, -0.226, -0.185, -0.049, -0.239, -0.212, -0.195, -0.355, -0.119, 0.215, 0.201, 0.196, 0.193, 0.192, 0.200, -1.021, 1.325, -0.595, -0.450, -0.408, -0.601, 1.271, -0.969, -0.177, -0.256, -0.202, -0.217, -0.197, -0.233, -0.211, -0.219, -0.211, -0.242, -0.140, -0.242, 0.210, 0.199, 0.256, 0.214, 0.215, 0.202, 0.217, 0.235, 0.212, 0.209, 0.211, 0.219, 0.263, 0.214, 0.206, 0.205, 0.209, 0.257, -0.624, -0.057, -0.841, 1.387, -0.706, -0.771, -0.850, -0.077, -0.620, 0.189, 0.219, 0.204, 0.167, 0.192, 0.149, 0.229, 0.192, 0.196, 0.221, -0.424, -0.628, 0.799, -0.864, -0.647, 0.186, 0.263, 0.188, 0.376, 0.377, 0.441]
}



Q: Number 6 is which compound?
A: C32H40BrN2O5PS4V